Entry 1:
{"formula": "C3H5F", "method": "ωB97M-V/def2-TZVPD", "elements": ["C", "C", "C", "F", "H", "H", "H", "H", "H"], "positions_angstrom": [[1.1940, -0.4041, 0.8884], [0.6900, -0.2128, -0.3322], [-0.6554, 0.2550, -0.7636], [1.3942, -0.7012, -1.5364], [2.0554, -0.9194, 1.0561], [0.8090, -0.0275, 1.7762], [-0.5707, 1.1976, -1.1188], [-0.9281, -0.5249, -1.5341], [-1.3726, 0.0343, 0.1484]], "lowdin_charge": [0.074, -0.310, -0.040, -0.071, 0.032, 0.048, 0.033, 0.105, 0.130], "largest_force_ev_per_a": 5.63, "lumo_ev": 1.0, "total_charge": 0, "smiles": "C=C(C)F", "e_homo_ev": -9.9, "orbital_gap_ev": 11.0, "e_above_lowest_kcal_mol": 13.5}



Entry 2:
{"formula": "C3H5F2N", "method": "ωB97M-V/def2-TZVPD", "elements": ["C", "C", "C", "N", "F", "F", "H", "H", "H", "H", "H"], "positions_angstrom": [[0.7002, 1.1819, -0.2753], [3.2612, -0.1730, 0.5824], [-1.0780, -0.5357, 0.0551], [-0.4367, 0.6671, -0.2325], [3.4185, -1.1296, -0.3699], [3.9412, 0.8351, 0.0239], [1.7999, 0.5744, 0.2041], [0.9270, 2.1578, -0.4878], [-1.4640, -0.2974, 0.9656], [-1.7967, -0.7643, -0.7672], [-0.3421, -1.3251, -0.0081]], "lowdin_charge": [-0.011, -0.081, -0.119, -0.092, -0.016, -0.010, 0.052, 0.038, 0.059, 0.102, 0.079], "largest_force_ev_per_a": 5.89, "lumo_ev": -0.2, "total_charge": 0, "e_homo_ev": -8.7, "orbital_gap_ev": 8.4, "e_above_lowest_kcal_mol": 97.3}



Entry 3:
{"formula": "C3H5F2N3", "method": "ωB97M-V/def2-TZVPD", "elements": ["C", "N", "C", "F", "H", "H", "H", "H", "F", "C", "N", "N", "H"], "positions_angstrom": [[1.5299, 0.8551, -0.9843], [0.5613, 0.0285, -0.3954], [0.8266, -0.9411, 0.3074], [2.0658, -1.4555, 0.5787], [2.1253, 1.6207, -0.3733], [2.3995, 0.3289, -1.5120], [1.0631, 1.6169, -1.7074], [0.0179, -1.4935, 0.7860], [-2.3920, -2.0315, -0.2498], [-2.8356, -0.7323, -0.3147], [-2.3087, 0.0135, 0.7708], [-1.9345, 0.3601, -0.3475], [-3.9870, -0.7169, -0.5852]], "lowdin_charge": [-0.162, -0.020, -0.226, 0.024, 0.099, 0.097, 0.088, 0.109, -0.015, -0.411, 0.133, 0.116, 0.168], "largest_force_ev_per_a": 4.53, "lumo_ev": 0.4, "total_charge": 0, "smiles": "C/N=C\\F.FC1N=N1", "e_homo_ev": -9.9, "orbital_gap_ev": 10.4, "e_above_lowest_kcal_mol": 60.2}



Entry 4:
{"formula": "C3H5F2N4O3", "method": "ωB97M-V/def2-TZVPD", "elements": ["C", "C", "C", "N", "N", "N", "N", "O", "O", "O", "F", "F", "H", "H", "H", "H", "H"], "positions_angstrom": [[1.4351, -0.2785, -2.2686], [-0.2582, 0.3674, 0.1259], [-0.1082, 0.4282, 2.5908], [1.1884, 1.8572, -1.1835], [1.7008, 0.7827, -1.7574], [-0.6363, -0.3005, -0.9469], [-1.4175, -1.2956, -0.8624], [1.3074, -1.2800, -2.8406], [0.4712, 1.3922, 0.1550], [-0.6282, -0.0834, 1.2886], [-2.6566, -1.1410, -0.3409], [-0.8812, -2.5128, 0.0765], [0.6233, 1.2918, 2.4868], [0.3573, -0.5258, 2.9757], [-0.9575, 0.7834, 3.1274], [1.8817, 2.4390, -0.8915], [-1.4214, -1.9243, -1.7348]], "lowdin_charge": [-0.274, -0.436, 0.077, 0.171, 0.096, 0.168, -0.013, 0.216, 0.131, 0.031, 0.152, -0.042, 0.123, 0.135, 0.093, 0.112, 0.262], "largest_force_ev_per_a": 5.77, "lumo_ev": -5.8, "total_charge": 1, "e_homo_ev": -14.3, "orbital_gap_ev": 8.5, "e_above_lowest_kcal_mol": 114.9}



Entry 5:
{"formula": "C3H5F2P", "method": "ωB97M-V/def2-TZVPD", "elements": ["C", "C", "F", "C", "P", "H", "H", "H", "H", "F", "H"], "positions_angstrom": [[0.6836, 1.5368, 0.5133], [-0.4830, 0.7781, -0.1122], [-1.2021, 0.0822, 0.8609], [0.1680, -0.3371, -0.9342], [0.9809, -1.5259, -1.5188], [0.3913, 2.4160, 0.9322], [1.1896, 0.8476, 1.1660], [1.3058, 1.6945, -0.3279], [-1.0405, 1.3891, -0.8762], [-0.9414, -3.5815, -0.2935], [-1.0524, -3.2999, 0.5904]], "lowdin_charge": [-0.051, -0.450, -0.042, -0.574, 0.816, 0.045, 0.087, 0.067, 0.146, -0.130, 0.086], "largest_force_ev_per_a": 2.98, "lumo_ev": 0.7, "total_charge": 0, "smiles": "C[C@H](F)C#P.F", "e_homo_ev": -9.7, "orbital_gap_ev": 10.4, "e_above_lowest_kcal_mol": 57.9}



Entry 6:
{"formula": "C3H5F2P", "method": "ωB97M-V/def2-TZVPD", "elements": ["C", "C", "C", "F", "F", "P", "H", "H", "H", "H", "H"], "positions_angstrom": [[1.5790, -0.6195, 0.0745], [0.8653, -1.5402, 0.4016], [2.2236, 0.5505, -0.4903], [-4.1514, 0.6820, -0.0169], [-2.7295, -0.8711, 0.8307], [-2.6660, 0.3731, -0.2542], [-2.3996, 1.4028, 0.7016], [0.3162, -2.4365, 0.5294], [3.0454, 0.2412, -1.1082], [1.3167, 1.0120, -1.0391], [2.6003, 1.2057, 0.3709]], "lowdin_charge": [-0.201, 0.087, -0.133, -0.342, -0.380, 0.768, -0.071, 0.016, 0.063, 0.089, 0.102], "largest_force_ev_per_a": 10.70, "lumo_ev": [0.8, -2.5], "total_charge": 0, "s_squared": 2.005, "e_homo_ev": [-4.4, -10.4], "multiplicity": 3, "orbital_gap_ev": [5.2, 7.9], "e_above_lowest_kcal_mol": 23.8}



Entry 7:
{"formula": "C3H5F3Se", "method": "ωB97M-V/def2-TZVPD", "elements": ["C", "C", "C", "F", "F", "F", "Se", "H", "H", "H", "H", "H"], "positions_angstrom": [[-0.1079, 0.3524, 1.1412], [2.6149, 0.2976, -0.4024], [2.6534, -1.7936, -0.4122], [3.9062, -2.2030, -0.1737], [1.8469, -2.1934, 0.5538], [2.2275, -2.1449, -1.6128], [0.8088, 0.7177, -0.5978], [0.4410, 0.8244, 2.0156], [-1.0310, 0.9289, 0.9147], [-0.5016, -0.6052, 1.2867], [3.0822, 0.6481, 0.4700], [3.2486, 0.6613, -1.3286]], "lowdin_charge": [-0.383, -0.425, -0.569, 0.114, 0.127, 0.124, 0.888, 0.052, 0.007, -0.014, -0.001, 0.081], "largest_force_ev_per_a": 5.60, "lumo_ev": 0.8, "total_charge": 0, "e_homo_ev": -8.3, "orbital_gap_ev": 9.2, "e_above_lowest_kcal_mol": 44.6}



Entry 8:
{"formula": "C3H5F5N2O3S2", "method": "ωB97M-V/def2-TZVPD", "elements": ["C", "C", "C", "N", "N", "O", "O", "O", "F", "F", "F", "F", "F", "S", "S", "H", "H", "H", "H", "H"], "positions_angstrom": [[2.4936, -0.8720, -1.0798], [1.6973, -0.8260, 0.1890], [-2.6316, -0.6402, -0.1852], [1.4228, 2.0336, 0.3853], [-0.5637, 0.3634, 1.1257], [-0.0235, 0.6137, -1.2361], [-2.9229, 0.9773, 1.9179], [-2.1442, 1.9481, -0.1020], [0.8357, -1.8141, 0.2672], [2.4788, -0.8072, 1.2111], [-3.8457, -1.0385, 0.2771], [-2.6455, -0.4711, -1.5094], [-1.8837, -1.7725, 0.0910], [0.6405, 0.7272, 0.0180], [-2.0685, 0.8517, 0.7521], [3.4143, -1.4851, -1.1016], [2.8045, 0.2091, -1.1349], [1.8619, -1.1558, -1.8917], [1.3211, 3.0084, -0.0511], [-0.2412, 0.1501, 2.0571]], "lowdin_charge": [0.006, -0.714, -0.583, -0.193, -0.234, -0.299, -0.244, -0.215, 0.119, 0.154, 0.114, 0.152, 0.079, 0.707, 0.644, 0.114, 0.102, 0.085, 0.079, 0.127], "largest_force_ev_per_a": 5.46, "lumo_ev": 0.4, "total_charge": 0, "e_homo_ev": -10.5, "orbital_gap_ev": 10.9, "e_above_lowest_kcal_mol": 0.0}



Entry 9:
{"formula": "C3H5FN2O2", "method": "ωB97M-V/def2-TZVPD", "elements": ["C", "C", "C", "H", "H", "H", "H", "H", "N", "N", "O", "O", "F"], "positions_angstrom": [[-0.6777, 0.9420, -1.1922], [0.2496, -1.0895, 1.3267], [0.8696, -2.3193, 1.5158], [-1.8746, 3.8361, -1.3822], [-0.9699, -0.0628, -1.6920], [-0.0428, -0.3706, 2.0706], [0.1979, -3.0207, 2.2036], [1.8496, -2.1554, 2.0241], [-0.8456, 2.1186, -1.6674], [0.1389, -0.5327, 0.1305], [-0.6816, 3.3447, -0.8485], [-0.3333, 0.8162, 0.1291], [1.2508, -3.0905, 0.3765]], "lowdin_charge": [-0.244, -0.116, -0.199, 0.309, 0.160, 0.132, 0.167, 0.139, -0.072, 0.055, -0.197, -0.074, -0.060], "largest_force_ev_per_a": 7.92, "lumo_ev": 0.0, "total_charge": 0, "e_homo_ev": -9.5, "orbital_gap_ev": 9.5, "e_above_lowest_kcal_mol": 174.4}



Entry 10:
{"formula": "C3H5FN2S", "method": "ωB97M-V/def2-TZVPD", "elements": ["F", "C", "C", "N", "C", "N", "S", "H", "H", "H", "H", "H"], "positions_angstrom": [[1.4207, 0.8642, -3.2999], [1.2240, 0.5978, -1.9827], [0.4398, -0.4827, -1.9459], [-0.2711, -0.9518, -0.7615], [-0.4000, -0.2617, 0.4796], [-0.7844, -0.7966, 1.5480], [-0.8177, 0.4085, 2.8307], [1.8557, 1.2596, -1.1376], [-0.0838, -0.9362, -2.9409], [-0.6047, -1.8222, -0.7560], [-0.2628, 0.8561, 0.4609], [-0.8010, -0.5532, 3.9699]], "lowdin_charge": [-0.052, -0.166, -0.108, 0.018, -0.392, -0.361, 0.621, 0.180, 0.176, 0.060, 0.100, -0.075], "largest_force_ev_per_a": 5.58, "lumo_ev": 0.8, "total_charge": 0, "smiles": "F/C=C/N/C=N/S", "e_homo_ev": -8.3, "orbital_gap_ev": 9.1, "e_above_lowest_kcal_mol": 67.4}



Entry 11:
{"formula": "C3H5FNS", "method": "ωB97M-V/def2-TZVPD", "elements": ["F", "C", "C", "S", "C", "N", "H", "H", "H", "H", "H"], "positions_angstrom": [[0.9008, 1.8261, 0.5846], [0.4634, 0.7964, -0.1391], [1.1486, -0.5298, 0.1030], [-0.0358, -1.6654, -0.7592], [-1.3135, -0.6897, -0.1957], [-0.9528, 0.4926, 0.2048], [0.4574, 1.0369, -1.2132], [1.0496, -0.8169, 1.1583], [2.1807, -0.6036, -0.2364], [-2.3482, -1.0309, -0.1540], [-1.5501, 1.1844, 0.6469]], "lowdin_charge": [0.106, -0.397, -0.275, 1.094, -0.335, 0.083, 0.174, 0.111, 0.116, 0.132, 0.192], "largest_force_ev_per_a": 0.67, "lumo_ev": -5.3, "total_charge": 1, "e_homo_ev": -15.3, "orbital_gap_ev": 10.0}



Entry 12:
{"formula": "C3H5FO", "method": "ωB97M-V/def2-TZVPD", "elements": ["C", "C", "C", "O", "F", "H", "H", "H", "H", "H"], "positions_angstrom": [[-1.1084, -1.1932, -0.4059], [0.1201, -0.8579, -0.1900], [1.1783, -0.1106, 0.0491], [1.9072, -0.0905, 1.1980], [1.5833, 0.6824, -1.0701], [-1.9059, -0.5137, -0.0682], [-1.4141, -2.1505, -0.8454], [-1.8792, 2.4298, 0.0968], [-1.3121, 1.7616, 0.2147], [2.8307, 0.0427, 1.0209]], "lowdin_charge": [0.003, -0.041, -0.343, 0.094, 0.004, 0.047, 0.064, 0.049, 0.017, 0.106], "largest_force_ev_per_a": 3.40, "lumo_ev": 0.7, "total_charge": 0, "e_homo_ev": -9.3, "orbital_gap_ev": 10.0, "e_above_lowest_kcal_mol": 73.0}



Entry 13:
{"formula": "C3H5FO", "method": "ωB97M-V/def2-TZVPD", "elements": ["C", "C", "C", "O", "F", "H", "H", "H", "H", "H"], "positions_angstrom": [[0.8729, -0.0723, -0.6691], [0.7156, -0.4625, 0.7703], [-0.4606, -0.3917, -0.0561], [-1.5943, 1.4485, 0.1863], [-1.2612, -1.3014, -0.4736], [1.1972, 0.9681, -0.6563], [1.2391, -0.7285, -1.3971], [0.9000, -1.4607, 1.3214], [0.7221, 0.4518, 1.3047], [-2.3306, 1.5487, -0.3305]], "lowdin_charge": [-0.034, -0.071, -0.267, -0.180, 0.161, 0.121, 0.095, 0.160, 0.106, -0.091], "largest_force_ev_per_a": 6.51, "lumo_ev": [-0.1, -0.1], "total_charge": 0, "e_homo_ev": [-9.6, -9.6], "orbital_gap_ev": [9.5, 9.5], "e_above_lowest_kcal_mol": 103.3}



Entry 14:
{"formula": "C3H5FO", "method": "ωB97M-V/def2-TZVPD", "elements": ["C", "C", "C", "O", "F", "H", "H", "H", "H", "H"], "positions_angstrom": [[0.0249, 0.1651, -1.5838], [0.1528, -0.6685, -0.3306], [-0.1035, 0.3748, 1.7808], [-1.0180, -0.6808, -1.1048], [0.8646, -1.8131, -0.2594], [-0.1356, 1.3178, -1.6313], [0.5583, -0.1571, -2.4532], [0.8214, 1.0438, 1.6121], [-0.1439, -0.2943, 2.6041], [-1.0209, 0.7124, 1.3661]], "lowdin_charge": [-0.102, -0.306, 0.124, -0.019, 0.051, 0.136, 0.089, 0.048, -0.007, -0.014], "largest_force_ev_per_a": 5.11, "lumo_ev": 0.2, "total_charge": 0, "e_homo_ev": -9.2, "orbital_gap_ev": 9.4, "e_above_lowest_kcal_mol": 98.6}



Entry 15:
{"formula": "C3H5FO", "method": "ωB97M-V/def2-TZVPD", "elements": ["C", "C", "C", "O", "F", "H", "H", "H", "H", "H"], "positions_angstrom": [[0.8108, -0.4087, 0.2262], [1.2274, 0.5076, -0.6237], [-1.5868, 0.0480, 1.0504], [-2.1413, 0.6468, 0.0670], [2.1582, 1.3975, -0.3199], [1.4100, -0.5573, 1.1304], [0.0157, -1.1275, 0.2393], [-0.7976, 0.5301, 1.5596], [0.7199, 0.5927, -1.5096], [-1.6761, 1.5439, -0.1885]], "lowdin_charge": [-0.025, -0.250, -0.096, -0.070, 0.030, 0.084, 0.044, 0.030, 0.080, 0.172], "largest_force_ev_per_a": 4.60, "lumo_ev": [0.6, -0.6], "total_charge": 0, "s_squared": 2.006, "e_homo_ev": [-6.8, -10.0], "multiplicity": 3, "orbital_gap_ev": [7.5, 9.3], "e_above_lowest_kcal_mol": 39.6}



Entry 16:
{"formula": "C3H5FOS", "method": "ωB97M-V/def2-TZVPD", "elements": ["O", "C", "C", "F", "C", "S", "H", "H", "H", "H", "H"], "positions_angstrom": [[-0.8191, -1.1339, -0.9626], [-0.5974, -0.6091, 0.3234], [-0.4016, 0.8922, 0.3172], [-0.4162, 1.4507, -0.9221], [0.7591, -0.0258, 0.6478], [2.1564, 0.0146, -0.4464], [-1.2700, -0.3996, -1.4555], [-1.0825, -1.1458, 1.1409], [-0.8704, 1.5026, 1.1637], [0.9897, -0.0552, 1.6985], [1.5518, -0.4907, -1.5050]], "lowdin_charge": [-0.032, -0.304, -0.296, 0.005, -0.551, 0.790, 0.119, 0.146, 0.168, 0.096, -0.141], "largest_force_ev_per_a": 2.82, "lumo_ev": 0.8, "total_charge": 0, "smiles": "O[C@@H]1[C@H](F)[C@@H]1S", "e_homo_ev": -8.9, "orbital_gap_ev": 9.7, "e_above_lowest_kcal_mol": 32.2}



Entry 17:
{"formula": "C3H5FOS", "method": "ωB97M-V/def2-TZVPD", "elements": ["O", "C", "S", "C", "C", "F", "H", "H", "H", "H", "H"], "positions_angstrom": [[-1.8539, 1.2655, 0.0856], [-1.8118, 0.1974, -0.4458], [-0.6814, -1.1140, 0.0174], [0.5350, 0.0029, 0.8004], [1.5212, 0.7464, -0.0412], [2.5438, -0.0890, -0.4389], [-2.5260, -0.1047, -1.2369], [-0.1278, 0.7144, 1.2194], [0.9994, -0.5704, 1.5741], [1.9226, 1.6018, 0.5169], [1.1042, 1.1800, -0.9667]], "lowdin_charge": [-0.022, -0.587, 0.918, -0.450, -0.262, -0.055, 0.085, 0.047, 0.075, 0.125, 0.125], "largest_force_ev_per_a": 1.28, "lumo_ev": 0.7, "total_charge": 0, "smiles": "O=CSCCF", "e_homo_ev": -9.8, "orbital_gap_ev": 10.5, "e_above_lowest_kcal_mol": 4.2}



Entry 18:
{"formula": "C3H5FOS", "method": "ωB97M-V/def2-TZVPD", "elements": ["C", "C", "C", "H", "H", "H", "H", "H", "O", "F", "S"], "positions_angstrom": [[0.3468, -0.3075, -0.5567], [-1.0303, -0.6225, -0.1674], [0.8224, 1.2143, -0.2130], [0.5259, -0.5473, 2.5264], [0.6074, -0.4283, -1.5403], [-1.8110, -0.3526, -1.1343], [-1.3117, -1.6651, 0.1270], [-0.3737, 1.8852, -0.4733], [1.8774, 1.5630, 0.2826], [-1.2039, 0.4744, 0.8353], [1.5506, -1.2136, 0.3137]], "lowdin_charge": [-0.773, -0.201, -0.302, 0.210, 0.064, 0.175, 0.117, 0.203, -0.009, -0.192, 0.708], "largest_force_ev_per_a": 5.00, "lumo_ev": -2.5, "total_charge": 0, "e_homo_ev": -9.2, "orbital_gap_ev": 6.7, "e_above_lowest_kcal_mol": 162.7}



Entry 19:
{"formula": "C3H5FS", "method": "ωB97M-V/def2-TZVPD", "elements": ["F", "C", "C", "C", "S", "H", "H", "H", "H", "H"], "positions_angstrom": [[2.2225, 0.3688, -0.1943], [1.0098, -0.3471, -0.2004], [0.1780, -0.1671, 1.0109], [-0.2194, 0.4410, -0.3927], [-1.5176, -0.3572, -1.3224], [1.2349, -1.3355, -0.5549], [0.5176, 0.3519, 1.9478], [-0.6579, -0.9354, 0.9500], [-0.2954, 1.5488, -0.5063], [-2.4725, 0.4318, -0.7378]], "lowdin_charge": [-0.029, -0.367, -0.083, -0.627, 0.740, 0.139, 0.129, 0.092, 0.113, -0.107], "largest_force_ev_per_a": 2.56, "lumo_ev": 0.9, "total_charge": 0, "smiles": "F[C@H]1C[C@@H]1S", "e_homo_ev": -9.3, "orbital_gap_ev": 10.2, "e_above_lowest_kcal_mol": 31.5}



Entry 20:
{"formula": "C3H5FS", "method": "ωB97M-V/def2-TZVPD", "elements": ["F", "C", "C", "C", "S", "H", "H", "H", "H", "H"], "positions_angstrom": [[-0.7100, 1.7263, -1.2059], [-0.6495, 0.7574, -0.2212], [-0.1963, -0.6160, -0.7116], [0.7011, 0.2219, 0.1321], [1.2165, -0.3301, 1.7077], [-1.4676, 0.7219, 0.5573], [0.0496, -0.9832, -1.7090], [-0.4703, -1.4185, -0.1156], [1.4801, 0.7844, -0.4391], [0.0464, -0.8641, 2.0053]], "lowdin_charge": [0.000, -0.294, -0.117, -0.687, 0.778, 0.160, 0.117, 0.058, 0.125, -0.141], "largest_force_ev_per_a": 2.84, "lumo_ev": 0.9, "total_charge": 0, "smiles": "F[C@H]1C[C@@H]1S", "e_homo_ev": -9.1, "orbital_gap_ev": 10.0, "e_above_lowest_kcal_mol": 24.6}